77
Properties=species:S:1:pos:R:3:forces:R:3 method="wB97M-V/def2-TZVPD" lumo_ha="-0.3914 / -0.4102" spin_multiplicity=4 total_charge=+3 orbital_gap_ev="5.903 / 5.387" max_force_ev_per_a=0.55 s2=3.806
Re -0.175 0.916 0.796 -0.19 0.38 -0.20
C 2.968 -0.123 1.776 0.04 0.00 0.04
C 3.170 0.813 0.599 0.02 0.00 0.00
S 1.910 2.093 0.314 0.40 -0.12 0.03
C 2.027 3.261 1.707 0.00 -0.07 0.05
C 1.525 2.752 3.049 0.06 -0.02 0.01
S -0.134 1.982 2.923 -0.12 0.07 0.01
C -0.081 0.578 4.074 0.05 0.00 0.00
C 0.942 -0.501 3.746 0.00 -0.02 0.04
S 1.246 -0.753 1.953 -0.06 0.06 -0.04
H 3.249 0.340 2.719 -0.02 0.01 -0.02
H 3.597 -1.003 1.644 0.01 0.00 0.01
H 3.184 0.266 -0.345 -0.02 0.01 -0.01
H 4.136 1.315 0.683 0.01 0.00 0.00
H 1.467 4.134 1.362 -0.03 -0.06 0.01
H 3.076 3.552 1.786 -0.01 0.03 0.02
H 1.413 3.581 3.748 0.03 0.01 -0.01
H 2.197 2.021 3.494 -0.03 -0.01 -0.01
H -1.094 0.177 4.035 0.01 0.02 0.00
H 0.075 0.983 5.076 0.01 0.00 0.00
H 0.590 -1.456 4.138 -0.03 -0.01 -0.02
H 1.915 -0.304 4.191 -0.01 -0.01 0.01
C -6.942 -0.073 0.488 0.13 0.20 -0.04
C -6.071 0.994 0.291 0.08 -0.15 0.04
C -4.695 0.797 0.386 -0.24 0.11 0.00
C -4.202 -0.468 0.675 -0.07 -0.11 0.04
C -5.075 -1.541 0.889 -0.08 0.16 -0.07
C -6.447 -1.334 0.787 0.23 -0.08 0.03
Sb -2.169 -0.959 0.820 -0.31 -0.37 0.26
C -2.140 -2.068 2.603 0.13 -0.03 0.09
C -2.832 -1.575 3.710 -0.07 -0.03 -0.03
C -2.829 -2.291 4.899 0.01 -0.02 0.00
C -2.137 -3.495 4.982 -0.01 0.02 0.00
C -1.458 -3.991 3.877 0.01 0.02 -0.01
C -1.454 -3.278 2.683 0.04 0.00 -0.01
C -1.764 -2.293 -0.740 0.10 0.04 -0.12
C -0.491 -2.851 -0.866 0.02 -0.02 0.03
C -0.236 -3.751 -1.890 -0.02 0.01 -0.01
C -1.243 -4.078 -2.789 0.01 0.00 0.01
C -2.503 -3.509 -2.670 -0.02 0.02 0.00
C -2.771 -2.608 -1.647 -0.01 -0.01 -0.01
H -8.009 0.086 0.413 0.00 -0.01 0.00
H -6.462 1.978 0.070 0.01 0.00 0.00
H -4.035 1.648 0.253 0.00 -0.03 0.01
H -4.702 -2.530 1.131 0.00 0.00 0.00
H -7.125 -2.163 0.944 0.00 0.00 0.00
H -3.422 -0.665 3.639 0.01 0.01 0.00
H -3.386 -1.926 5.752 0.00 0.01 0.00
H -2.151 -4.060 5.904 0.00 0.00 0.01
H -0.947 -4.942 3.938 0.00 -0.01 -0.01
H -0.948 -3.689 1.817 0.00 0.00 0.00
H 0.297 -2.621 -0.155 -0.02 0.00 -0.03
H 0.742 -4.203 -1.984 0.01 0.00 0.00
H -1.045 -4.782 -3.586 0.01 -0.01 0.00
H -3.284 -3.769 -3.371 0.00 0.00 0.00
H -3.760 -2.175 -1.561 0.00 0.01 0.00
C 1.134 7.641 0.500 0.03 -0.07 0.02
C 0.533 6.313 0.145 0.00 0.10 0.00
C 1.039 5.562 -0.915 0.00 -0.07 -0.06
C 0.470 4.354 -1.305 0.05 0.15 0.01
C 0.995 3.640 -2.519 0.01 -0.02 -0.03
C -0.633 3.909 -0.565 0.05 -0.24 0.02
Te -1.497 2.046 -1.091 -0.05 -0.11 -0.24
C -1.200 4.634 0.490 0.01 0.11 0.05
C -2.475 4.224 1.174 -0.02 -0.07 0.10
C -0.584 5.834 0.829 -0.07 0.00 0.04
H 2.188 7.689 0.229 0.00 0.01 -0.02
H 1.034 7.854 1.563 -0.02 0.02 0.00
H 0.618 8.434 -0.045 0.00 0.01 0.00
H 1.886 5.942 -1.477 0.00 0.01 0.00
H 0.384 3.873 -3.394 -0.03 0.00 0.01
H 1.010 2.551 -2.408 -0.02 0.03 0.01
H 2.013 3.954 -2.745 -0.01 0.01 -0.01
H -2.440 3.204 1.574 0.00 0.10 -0.03
H -3.321 4.274 0.482 0.02 0.02 -0.03
H -2.700 4.895 2.000 -0.02 0.00 0.02
H -1.012 6.431 1.625 0.00 0.01 0.01